Record 1
ORCA calculation (ωB97M-V/def2-TZVPD) on a structure of composition C3HoLiO6 at a distorted geometry.

Atoms and positions in Å:
O -0.77396 -2.49132 -0.08778
C -0.66049 -1.26679 0.19481
O -1.74419 -0.60149 0.55652
C -2.48090 0.96799 -0.35070
O -2.03745 1.02104 -1.46375
O -3.20360 1.58404 0.38077
Li -2.57794 -2.45993 0.63221
C 0.63717 -0.57157 0.20761
O 1.69753 -1.15843 -0.21154
O 0.75244 0.59911 0.71888
Ho 3.17592 0.62600 0.41610

The relative energy (zero: lowest compared OMol25 entry of this formula, charge and spin) comes out at 0.0000 eV. As for the expectation value of S²: 8.7534. Its spin multiplicity is 6. Its molar mass is 303.90 g/mol. The orbital gap (alpha / beta) is 6.93 / 6.85 eV. As for the total charge: +1.

---

Record 2
ORCA calculation (ωB97M-V/def2-TZVPD) on a structure of composition C25H23N5O6SSe3TeTi at a distorted geometry.

Atoms and positions in Å:
Ti -0.61054 0.12893 0.69489
C 0.69085 2.65416 -1.46094
N -0.62379 2.40134 -0.88906
C -1.06797 3.45414 0.00716
C -0.35360 3.23553 1.28859
N 0.05357 2.05310 1.67424
C 0.79311 2.26943 2.85801
C 1.47032 1.40161 3.71124
C 2.08747 1.94340 4.82289
C 2.04574 3.31751 5.10159
C 1.38227 4.18976 4.26243
C 0.76720 3.62909 3.15210
N 0.04012 4.21306 2.12091
C 1.27803 1.35878 -1.89608
N 1.09901 0.25202 -1.24706
C 1.79902 -0.71924 -1.96805
C 1.92833 -2.09250 -1.76634
C 2.68563 -2.81365 -2.66992
C 3.30864 -2.19575 -3.76653
C 3.18103 -0.83810 -3.98964
C 2.41478 -0.12591 -3.07334
N 2.05900 1.21290 -3.00111
H 0.68184 3.36777 -2.29135
H 1.32712 3.07575 -0.68061
H -1.32004 2.19333 -1.59200
H -0.87407 4.46706 -0.36435
H -2.13841 3.34187 0.16994
H 1.51062 0.34294 3.52619
H 2.61864 1.28237 5.49638
H 2.54400 3.69943 5.98378
H 1.33493 5.25331 4.46448
H -0.22515 5.17900 2.04464
H 1.45125 -2.58486 -0.93079
H 2.80374 -3.88061 -2.52674
H 3.89595 -2.79558 -4.45088
H 3.64995 -0.35635 -4.83912
H 2.33103 1.94227 -3.63541
Se -3.11890 0.93379 0.46461
Se -3.86563 2.29478 2.19441
Te -2.36965 1.48360 4.14455
Se -1.48788 -0.51082 2.98746
O 2.09972 -4.79653 2.89626
C 1.67825 -3.85664 2.29768
C 2.23686 -2.41273 2.33281
O 3.26510 -2.05165 2.83584
C 1.20968 -1.63436 1.62525
C 0.19766 -2.41644 1.16443
O -0.79252 -1.78912 0.55295
C 0.45000 -3.84139 1.35869
O -0.10723 -4.79352 0.87481
O 1.11293 -0.34996 1.39067
O -1.53763 -0.24758 -1.36156
S -1.92194 -1.25135 -2.42457
C -2.31437 -2.83579 -1.64539
C -3.52678 -3.33748 -2.41376
C -4.49568 -2.15339 -2.42459
C -3.67345 -0.92463 -2.82368
H -2.55161 -2.59972 -0.61014
H -1.43761 -3.47989 -1.67464
H -3.94748 -4.22549 -1.94485
H -3.24931 -3.60628 -3.43724
H -4.90974 -2.00781 -1.42584
H -5.32516 -2.30926 -3.11227
H -3.92316 -0.01999 -2.26943
H -3.71408 -0.71766 -3.89259

Its molar mass is 933.90 g/mol. The orbital gap is 5.95 eV.

---

Record 3
ORCA calculation (ωB97M-V/def2-TZVPD) on a structure of composition C6H5FI3V at a distorted geometry.

Atoms and positions in Å:
V -2.09629 2.82045 1.91311
I -0.32515 1.51153 3.50336
I -1.07464 4.50743 0.01863
I -4.16438 1.22135 1.11297
F -0.77470 1.33483 0.33452
C -0.07201 0.27228 -0.16158
C 1.01393 0.51258 -1.02745
C 1.77310 -0.69750 -1.39980
C 1.44168 -1.99813 -0.90800
C 0.25129 -2.14299 -0.14998
C -0.54805 -1.03882 0.15212
H 1.33063 1.53355 -1.18155
H 2.71163 -0.59877 -1.92496
H 2.04914 -2.86645 -1.11634
H -0.07817 -3.14017 0.10198
H -1.43801 -1.23116 0.73296

As for the expectation value of S²: 2.1291. Its spin multiplicity is 3. Its molar mass is 527.76 g/mol. The orbital gap (alpha / beta) is 6.43 / 8.09 eV.

---

Record 4
ORCA calculation (ωB97M-V/def2-TZVPD) on a cluster of 40 separate species, H80O40 in total at a distorted geometry.

Atoms and positions in Å:
H 1.11643 -0.80912 -2.18525
H 1.71254 -0.04902 -0.83176
O 0.96889 -0.37557 -1.33606
H 2.26877 -0.27941 4.55496
H 1.75787 -1.40946 5.47938
O 2.22635 -1.15151 4.67986
H -1.51792 2.64183 -5.58946
H -0.79014 1.51264 -6.29805
O -1.64155 1.74342 -5.96806
H -0.95507 -2.62423 1.99303
H -1.61379 -3.45710 0.92102
O -0.76229 -3.50369 1.64203
H 1.98664 4.31357 -1.63434
H 1.20840 3.25377 -2.16686
O 1.20064 4.22624 -2.03570
H -0.48464 -2.40059 4.71422
O -0.74570 -3.36735 4.55136
H -2.81395 -2.09755 -0.70680
O -1.80798 -2.35156 -0.53893
H -2.51358 0.65240 -0.54482
H -1.88647 -0.57286 -1.33866
O -2.49694 0.23003 -1.42169
H 5.65816 -2.78735 1.51375
H 4.32080 -3.38866 2.07048
O 4.95149 -3.38745 1.38453
H -0.67031 -5.48615 0.05533
H -0.12954 -5.86883 1.34261
O -0.62572 -6.17250 0.67182
H 1.76034 0.79180 2.51715
H 2.77045 1.43908 1.37505
O 1.85008 1.14211 1.65181
H 2.71473 0.74533 -5.68527
O 2.23869 0.01680 -5.66306
H -4.61983 2.65924 -4.02402
H -4.83179 2.43927 -2.61418
O -4.49789 1.97753 -3.36054
H 3.99795 -3.60959 -1.20368
H 4.22226 -4.99404 -1.34997
O 4.59771 -4.22367 -1.72085
H 0.06402 0.99046 -2.56304
H -1.13907 1.89169 -2.27772
O -0.34094 1.72412 -2.04745
H -0.34732 1.38746 4.42909
H -1.02073 0.85720 5.45937
O -0.17047 0.73150 5.05876
H 3.29957 3.30991 3.56891
H 3.33944 2.28742 4.71456
O 3.84778 2.68552 4.03889
H 0.49454 4.49295 3.20954
H -1.00237 4.42536 2.45312
O -0.18264 4.00754 2.83701
H -1.65321 4.30033 -2.89198
O -1.41297 4.53414 -3.82741
H -1.15294 2.24821 2.77596
H -2.28784 2.60948 1.76157
O -1.89021 1.89663 2.26953
H 2.24899 4.66157 1.18445
O 3.00367 4.93662 1.45148
H 0.62592 -6.10822 -1.16582
H 1.47833 -6.68767 -0.15926
O 1.50500 -5.90221 -0.75266
H -3.54478 -3.76368 -3.18750
H -2.60466 -3.08874 -4.20091
O -2.68194 -3.79053 -3.59767
H -5.80244 -0.59484 -1.21448
H -4.09054 -0.53419 -1.13209
O -4.98215 -0.74670 -1.54357
H 2.34761 -1.83722 2.36749
H 3.01794 -0.44511 2.51299
O 3.10479 -1.30311 2.31447
H 0.09697 -0.24741 -5.09676
H -1.40485 -0.16308 -4.74836
O -0.41710 -0.55150 -4.51229
H 2.40464 -2.80094 -3.69279
H 1.16435 -1.84277 -4.26192
O 1.87419 -2.10119 -3.58495
H -2.86257 1.73623 3.99643
H -3.60971 2.13580 5.23841
O -2.77891 1.92342 4.92056
H -3.07992 2.77307 -1.95646
H -1.90467 3.06799 -1.03965
O -2.89942 3.18383 -1.20078
H 2.29030 2.51603 -0.69272
H 1.74222 2.65580 0.63845
O 1.82928 3.09225 -0.16214
H 0.46720 -0.27622 0.56114
H -0.03007 -1.65911 0.22554
O -0.05274 -0.92062 0.93308
H -1.43072 5.32663 0.24883
O -1.11929 4.44476 0.49991
H -3.01464 -4.88808 2.30755
H -2.97975 -4.26156 3.81422
O -3.44100 -4.67893 3.13913
H -0.41408 4.38668 -3.83397
H -0.25977 -3.47604 3.60123
H 3.52399 5.40173 0.73490
H -1.50969 -3.10819 -1.29997
H 1.98191 -0.32231 -6.53508
H -0.18740 4.24085 0.11320
O -3.60062 0.03544 2.88326
H -3.60122 0.65983 2.13052
H -2.91813 -0.60020 2.76324
O -0.55298 -4.06766 -2.02627
H -0.91273 -4.14339 -2.83434
H 0.24495 -3.46330 -2.22423
O 1.53092 3.98710 4.97309
H 1.28803 4.78088 4.70062
H 0.81206 3.59989 5.52808
O -4.55614 -3.30921 -0.52594
H -5.08517 -3.73047 0.09061
H -4.60461 -2.42178 -0.80022
O 4.42653 -1.98432 -4.31904
H 3.61584 -1.32274 -4.37036
H 4.61253 -2.27101 -3.52855
O 0.83383 6.33062 1.67961
H -0.04414 6.77820 1.54047
H 0.90357 5.51005 1.18711
O 3.85835 0.24619 -1.08230
H 4.36894 -0.41695 -0.60439
H 3.87279 1.17609 -0.73185

The relative energy (zero: lowest compared OMol25 entry of this formula, charge and spin) comes out at 16.4337 eV. Its molar mass is 720.60 g/mol. The orbital gap is 9.58 eV.

---

Record 5
ORCA calculation (ωB97M-V/def2-TZVPD) on a cluster of 19 separate species, H38O19 in total at a distorted geometry.

Atoms and positions in Å:
O 3.48896 -2.45666 -1.24502
H 4.30455 -2.58790 -1.51994
H 2.74167 -2.68139 -1.70727
O 1.46437 -4.67614 -0.46907
H 2.15303 -4.62188 0.19588
H 0.71592 -5.24548 -0.27226
O 1.21386 3.10922 1.60854
H 2.07808 2.89012 1.83304
H 1.11606 4.02480 1.75094
O 0.66222 1.35259 -2.01740
H 1.03119 0.64791 -1.51331
H 1.35431 1.55022 -2.75502
O 3.83160 -1.03246 3.19050
H 4.46152 -1.20913 2.50489
H 3.90575 -0.11550 3.14059
O -0.42141 -0.38322 4.63969
H -0.13213 0.46430 4.95534
H 0.36956 -0.93064 4.55038
O -3.95709 -0.87762 -0.12411
H -4.16863 -1.71555 0.15980
H -4.13653 -0.89212 -0.97909
O -1.48961 -1.40563 1.11626
H -1.34651 -1.54037 2.06118
H -2.09836 -0.61013 0.97556
O -3.23596 -0.86527 -3.39218
H -2.96966 -0.95773 -4.30919
H -2.68912 -1.63000 -3.05577
O -0.37340 -1.78130 -3.36245
H -0.10904 -2.57255 -3.67593
H -0.32122 -1.09409 -4.04306
O 0.35890 3.72334 -1.60368
H 0.99131 3.71596 -0.82466
H -0.25186 3.06224 -1.22086
O 1.73582 0.67721 3.04886
H 2.24660 0.36893 2.17660
H 1.23950 -0.12624 3.32911
O -0.71343 0.40875 -4.70305
H -1.58632 0.41261 -4.09250
H -0.06233 0.50379 -4.09438
O 2.20424 -3.08207 1.81523
H 2.03423 -2.51651 2.62455
H 1.59460 -2.63551 1.21567
O -4.06409 1.43050 0.90434
H -4.85543 0.87439 0.88474
H -3.70180 1.43371 -0.00363
O -1.88387 2.61032 2.64628
H -2.44312 2.11637 2.19141
H -1.10081 2.65997 2.15991
O 2.95822 1.45402 0.42945
H 2.28654 0.78187 0.22273
H 3.18685 1.66142 -0.57381
O -2.86678 3.34725 -1.08436
H -3.44233 3.75972 -0.41175
H -2.39429 4.23439 -1.16269
O 0.71394 -0.82093 -0.44666
H -0.23024 -0.80396 -0.30894
H 0.60195 -1.40795 -1.35943

The relative energy (zero: lowest compared OMol25 entry of this formula, charge and spin) comes out at 6.6980 eV. Its molar mass is 342.29 g/mol. The orbital gap is 10.02 eV.

---

Record 6
ORCA calculation (ωB97M-V/def2-TZVPD) on a structure of composition C15H16AuN2O5S.

Atoms and positions in Å:
Au 2.30559 -0.16937 -0.30359
C -3.43801 1.57627 -3.03081
C -2.67264 0.49624 -2.31372
C -2.74921 -0.82929 -2.71599
C -2.03948 -1.82430 -2.05082
C -1.23756 -1.50047 -0.97095
C -1.15444 -0.17484 -0.55796
C -1.86508 0.80906 -1.21949
S -0.23525 -2.74988 -0.14866
O -0.80650 -4.00832 -0.59792
O -0.35944 -2.45634 1.27344
N 1.22924 -2.49217 -0.56197
C 1.59347 -2.43363 -1.94461
C 3.14703 -0.76506 -3.23579
O 3.03790 -1.49455 -4.20199
O 3.66008 0.31704 -2.98551
H -3.93714 1.18163 -3.91581
H -2.77499 2.38264 -3.34977
H -4.20059 2.01634 -2.38387
H -3.36752 -1.09193 -3.56754
H -2.10299 -2.85971 -2.35841
H -0.52798 0.07299 0.29008
H -1.78945 1.84036 -0.89054
H 0.76342 -2.19642 -2.62046
H 2.12162 -3.30825 -2.32399
O 2.51730 -1.31601 -1.98236
C 0.42193 2.23026 5.23399
C 0.91034 1.68594 3.92289
C 1.91271 2.31767 3.19781
C 2.32820 1.78654 1.99133
N 1.80087 0.66589 1.48946
C 0.82625 0.04221 2.17393
C 0.36590 0.52628 3.38164
H 0.95128 3.14147 5.50818
H 0.56273 1.49752 6.02987
H -0.64452 2.45398 5.18182
H 2.37276 3.22669 3.56279
H 3.10044 2.25579 1.39929
H 0.40188 -0.84558 1.70800
H -0.42812 -0.00667 3.88802

The relative energy (zero: lowest compared OMol25 entry of this formula, charge and spin) comes out at 0.0000 eV. Its molar mass is 533.34 g/mol. The orbital gap is 7.08 eV. As for the total charge: -1.